2 unconnected molecules or ions with the total composition C4H12N2 in a non-equilibrium geometry, computed with ωB97M-V/def2-TZVPD.

- LUMO (eV) = 0.9840
- structure (SMILES) = C=NC.CNC
- E_HOMO (eV) = -8.92
- largest force on an atom (eV/Å) = 1.27
- M (g mol⁻¹) = 88.154
- energy relative to the best compared isomer or geometry (same formula, charge and spin) (eV) = 1.815
- frontier orbital gap (eV) = 9.91

Structure (XYZ):
```
18
Properties=species:S:1:pos:R:3:forces:R:3
C -0.804671 -2.055404 2.809952 -0.2 -0.2 0.0
N -1.444849 -2.316572 1.760232 -0.1 0.2 -0.4
C -0.865342 -1.786524 0.516832 -0.1 -0.6 0.3
H -1.211779 -2.418371 3.749602 0.2 0.1 0.1
H 0.132828 -1.492390 2.807767 0.1 0.0 0.1
H 0.196808 -2.025020 0.500866 0.2 0.2 -0.2
H -1.344312 -2.241176 -0.349685 0.0 0.0 0.1
H -1.009864 -0.714156 0.469789 0.0 0.2 0.0
C -0.445811 1.761548 -0.764638 0.3 0.8 -0.5
N 0.796463 2.186252 -1.402321 0.1 -0.2 0.0
C 1.750534 1.093178 -1.514996 -0.4 -0.1 1.2
H -0.950827 1.004944 -1.367153 -0.2 -0.4 0.2
H -1.070991 2.650364 -0.725051 -0.3 -0.1 0.2
H -0.274408 1.422560 0.255094 0.1 -0.1 0.0
H 0.561190 2.535976 -2.322942 0.1 0.0 0.0
H 2.593979 1.394426 -2.120260 0.1 -0.2 -0.3
H 2.106454 0.858948 -0.501355 0.2 0.3 -0.1
H 1.284595 0.141414 -1.801729 0.1 0.0 -0.7
```
Positions in Å, forces in eV/Å.

A gas-phase ion, C4H12N2 (charge +2) in a non-equilibrium geometry, computed with ωB97M-V/def2-TZVPD.

- net charge = +2
- LUMO (eV) = -7.9722
- structure (SMILES) = C=C([NH3+])CC[NH3+]
- E_HOMO (eV) = -18.93
- largest force on an atom (eV/Å) = 2.02
- M (g mol⁻¹) = 88.154
- energy relative to the best compared isomer or geometry (same formula, charge and spin) (eV) = 1.257
- frontier orbital gap (eV) = 10.96

Structure (XYZ):
```
18
Properties=species:S:1:pos:R:3:forces:R:3
C -1.111828 -0.559928 -1.288487 1.4 0.0 -0.6
C -0.493088 -0.901862 -0.156388 -1.6 0.6 -0.5
N -1.432376 -1.526618 0.857938 0.5 0.6 1.4
C 0.896874 -0.500762 0.306523 -0.7 -1.9 0.1
C 0.994225 0.964846 0.668249 0.4 0.8 -0.3
N 0.969401 1.825007 -0.590600 0.0 -0.3 -0.5
H -2.131468 -0.247366 -1.462313 -0.5 -1.1 0.2
H -0.469228 -0.580033 -2.170967 0.0 1.0 0.1
H -1.864936 -2.380994 0.496710 -0.2 0.2 -0.3
H -0.961547 -1.822107 1.721684 0.3 -0.1 -0.1
H -2.143254 -0.881690 1.227198 -0.3 -0.1 -0.5
H 1.025372 -1.132482 1.190786 0.9 0.4 0.1
H 1.641553 -0.821873 -0.424928 0.1 0.1 0.0
H 1.947325 1.252804 1.106533 0.0 -0.5 0.4
H 0.176982 1.262899 1.316448 0.0 0.3 0.0
H 1.468512 2.720370 -0.545230 -0.1 0.0 0.5
H 0.026185 2.027896 -0.929406 0.0 -0.1 0.0
H 1.461294 1.301896 -1.323752 -0.2 0.1 -0.1
```
Positions in Å, forces in eV/Å.

A gas-phase ion, C4H12N2 (charge +2) in a non-equilibrium geometry, computed with ωB97M-V/def2-TZVPD.

- net charge = +2
- LUMO (eV) = -7.3258
- structure (SMILES) = C=C([NH3+])CC[NH3+]
- E_HOMO (eV) = -18.69
- largest force on an atom (eV/Å) = 1.79
- M (g mol⁻¹) = 88.154
- energy relative to the best compared isomer or geometry (same formula, charge and spin) (eV) = 0.713
- frontier orbital gap (eV) = 11.36

Structure (XYZ):
```
18
Properties=species:S:1:pos:R:3:forces:R:3
C 1.389374 0.819638 1.373784 -0.8 -0.6 -0.6
C 0.621958 0.983436 0.293314 1.2 0.7 1.1
N 1.034079 2.138716 -0.595770 -0.6 -0.9 -0.5
C -0.593542 0.175599 -0.040070 -0.4 -0.1 -1.0
C -0.228123 -1.328008 -0.176107 -0.9 1.0 0.4
N -1.505035 -2.113015 -0.378020 -0.7 -0.2 1.2
H 2.436983 1.084316 1.422132 -0.2 0.8 0.4
H 0.937465 0.283451 2.200670 0.5 -0.5 0.0
H 0.763935 3.016533 -0.141654 0.0 0.0 -0.1
H 2.042591 2.171126 -0.777537 0.0 0.0 0.0
H 0.541165 2.075466 -1.491720 0.2 0.3 -0.1
H -1.401620 0.333221 0.676452 0.1 -0.1 0.2
H -1.011546 0.459600 -1.011763 0.0 0.3 0.1
H 0.152190 -1.621897 0.788871 0.6 -0.6 -0.1
H 0.412331 -1.509810 -1.031581 0.3 -0.1 0.2
H -1.390106 -3.047387 -0.768855 0.3 -0.1 -0.4
H -2.247882 -1.621641 -0.873130 0.2 0.1 -0.6
H -1.954215 -2.299346 0.530985 0.2 0.1 0.0
```
Positions in Å, forces in eV/Å.